1.
ORCA calculation (ωB97M-V/def2-TZVPD) on a molecular structure, C26H43N3P2Pb.

Calculated values
charge: +2
multiplicity: 1
HOMO energy (spin up / spin down): -12.5 / -12.5 eV

CARTESIAN COORDINATES (ANGSTROEM)
Pb1 0.64 -2.90 -1.85
C1 -0.76 1.36 4.44
C2 -1.66 1.46 3.35
C3 -1.46 -0.76 3.90
C4 -0.67 -0.01 4.80
C5 -2.06 0.15 2.99
C6 -0.04 2.47 5.09
H1 0.05 3.33 4.42
H2 0.97 2.15 5.39
H3 -0.56 2.81 6.00
C7 0.07 -0.58 5.94
H4 0.76 0.16 6.37
H5 0.66 -1.45 5.64
H6 -0.62 -0.91 6.74
C8 -1.66 -2.22 3.93
H7 -2.51 -2.50 4.58
H8 -0.77 -2.73 4.32
H9 -1.87 -2.60 2.93
C9 -2.98 -0.20 1.89
H10 -4.03 0.01 2.14
H11 -2.91 -1.26 1.63
H12 -2.74 0.38 0.99
C10 -2.14 2.69 2.71
H13 -3.23 2.79 2.77
H14 -1.89 2.69 1.64
H15 -1.70 3.59 3.15
C11 1.25 2.19 0.87
C12 0.81 3.38 1.30
C13 0.13 4.46 0.51
C14 -0.48 4.01 -0.84
C15 -1.51 2.93 -0.72
C16 -1.39 1.59 -0.70
C17 -0.17 0.74 -0.67
C18 1.15 1.53 -0.48
H16 0.85 5.27 0.33
H17 0.33 3.78 -1.55
H18 -0.66 4.93 1.11
H19 1.29 2.26 -1.28
H20 1.77 1.55 1.59
H21 1.07 3.70 2.32
H22 2.01 0.82 -0.53
H23 -0.26 -0.03 0.13
H24 -2.33 1.04 -0.82
H25 -0.14 0.16 -1.61
H26 -1.04 4.87 -1.25
H27 -2.54 3.34 -0.65
P1 1.79 -1.39 -3.62
P2 -0.20 -3.67 -4.21
C19 1.85 -2.09 -5.33
C20 1.15 -3.46 -5.42
H28 2.91 -2.19 -5.60
H29 1.38 -1.37 -6.02
H30 0.73 -3.63 -6.43
H31 1.88 -4.27 -5.24
C21 -0.97 -5.28 -4.48
H32 -1.90 -5.35 -3.89
H33 -0.29 -6.09 -4.16
H34 -1.21 -5.42 -5.54
C22 -1.48 -2.46 -4.66
H35 -1.63 -2.45 -5.74
H36 -1.25 -1.45 -4.31
H37 -2.43 -2.77 -4.18
C23 3.53 -1.42 -3.08
H38 3.64 -0.79 -2.18
H39 4.17 -1.01 -3.88
H40 3.86 -2.44 -2.85
C24 1.52 0.39 -3.92
H41 0.68 0.55 -4.62
H42 2.44 0.83 -4.34
H43 1.29 0.89 -2.98
N1 1.63 -1.96 0.78
C25 1.91 -1.29 1.72
N2 2.11 -0.39 2.60
C26 2.68 -0.34 3.78
N3 3.14 -0.11 4.84

Mulliken population analysis, charges in e, atoms 1 to 8: Pb 0.975; C 0.660; C 0.650; C 0.475; C 0.809; C 0.552; C -1.828; H 0.302


2.
ORCA calculation (ωB97M-V/def2-TZVPD) on 2 unconnected molecules or ions with the total composition C21H48N3O.

Calculated values
charge: +1
multiplicity: 1
HOMO energy: -11.8 eV

CARTESIAN COORDINATES (ANGSTROEM)
C1 2.91 -1.41 2.31
C2 2.63 -2.92 2.37
C3 1.31 -3.32 1.72
C4 1.19 -3.01 0.22
C5 2.44 -3.31 -0.61
C6 2.25 -3.17 -2.13
C7 1.68 -1.83 -2.60
C8 2.71 -0.68 -2.62
C9 2.18 0.73 -2.31
C10 1.92 0.99 -0.80
C11 0.46 0.86 -0.32
C12 -0.41 2.10 -0.54
C13 -1.80 1.93 0.09
C14 -2.93 1.65 -0.91
C15 -4.11 0.88 -0.29
C16 -4.11 -0.60 -0.68
N1 -2.72 -1.18 -0.65
C17 -2.30 -1.94 -1.92
N2 -2.68 -1.22 -3.07
C18 -1.68 -0.35 -3.69
H1 3.42 -1.12 1.38
H2 1.98 -0.84 2.36
H3 3.55 -1.08 3.13
H4 2.60 -3.23 3.43
H5 3.46 -3.48 1.92
H6 0.50 -2.80 2.26
H7 1.14 -4.40 1.88
H8 0.36 -3.62 -0.19
H9 0.90 -1.96 0.10
H10 3.28 -2.69 -0.27
H11 2.74 -4.35 -0.41
H12 3.23 -3.30 -2.61
H13 1.63 -4.00 -2.49
H14 0.82 -1.55 -1.98
H15 1.28 -1.97 -3.61
H16 3.52 -0.90 -1.92
H17 3.17 -0.67 -3.62
H18 2.92 1.45 -2.66
H19 1.27 0.93 -2.89
H20 2.55 0.31 -0.22
H21 2.24 2.00 -0.54
H22 0.45 0.62 0.75
H23 -0.01 -0.01 -0.82
H24 0.08 2.97 -0.11
H25 -0.52 2.28 -1.62
H26 -2.06 2.80 0.70
H27 -1.75 1.08 0.81
H28 -2.53 1.06 -1.76
H29 -3.28 2.58 -1.36
H30 -5.08 1.28 -0.60
H31 -4.08 0.96 0.80
H32 -4.72 -1.20 0.01
H33 -4.48 -0.74 -1.69
H34 -2.04 -0.43 -0.48
H35 -2.63 -1.82 0.13
H36 -2.83 -2.90 -1.86
H37 -1.22 -2.11 -1.81
H38 -3.13 -1.81 -3.75
H39 -2.17 0.45 -4.25
H40 -1.07 0.13 -2.91
H41 -1.00 -0.89 -4.35
C19 -0.33 5.58 3.83
C20 -0.24 4.39 2.91
O1 -0.32 4.51 1.70
N3 -0.04 3.17 3.48
C21 0.09 2.84 4.88
H42 -0.48 6.46 3.22
H43 -1.17 5.47 4.53
H44 0.58 5.69 4.42
H45 0.03 2.42 2.80
H46 1.07 2.39 5.09
H47 -0.68 2.14 5.20
H48 0.00 3.74 5.48

Mulliken population analysis, charges in e, atoms 1 to 8: C -0.701; C -0.623; C -1.103; C 1.172; C -0.618; C -1.487; C 1.444; C -1.019


3.
ORCA calculation (ωB97M-V/def2-TZVPD) on a single C6H6 molecule.

Calculated values
charge: 0
multiplicity: 1
structure (SMILES): C#CC=C=CC
HOMO energy: -9.3 eV

CARTESIAN COORDINATES (ANGSTROEM)
C1 -3.49 2.01 0.41
C2 -2.31 1.86 0.06
C3 -0.69 1.76 -0.25
C4 0.03 0.65 -0.38
C5 0.73 -0.37 -0.67
C6 1.49 -1.19 0.24
H1 -4.49 2.24 0.43
H2 -0.17 2.70 -0.28
H3 0.55 -0.85 -1.61
H4 0.87 -1.40 1.21
H5 2.37 -0.59 0.60
H6 1.67 -2.06 -0.37

natural (NBO) population analysis, charges in e, atoms 1 to 8: C -0.265; C -0.013; C -0.309; C 0.114; C -0.261; C -0.638; H 0.229; H 0.236


Calculated energy above the lowest of the compared OMol25 structures with the same formula, charge and spin in order - 0.0; 0.0; 479.2 kJ/mol
Calculated electronic energy in order - -55936.436; -29068.183; -6314.233 eV